Molecular formula: C25H43Cl14N2O4
Method: DFT, ωB97M-V with the def2-TZVPD basis set

Lowest unoccupied orbital energy ... -4.84 eV
Charge ... +1
Orbital gap ... 6.7 eV
Electronic energy ... -213097.0248 eV

Element x y z (Å)
C  1.01666  1.40907  0.99311
C  2.51937  1.65557  1.49481
N  3.47934  0.54797  1.05498
C  4.47471  0.49458  2.16132
C  4.34984  -0.48977  3.36402
N  5.29237  -0.50909  4.45437
C  6.41678  0.41832  4.46662
C  6.67703  1.44333  3.30841
C  5.66358  1.48991  2.10076
C  5.91900  2.54047  0.90748
O  5.10561  2.78624  -0.00512
O  7.19705  3.16570  0.92412
C  7.13864  4.54779  0.49353
O  6.09764  5.33157  1.10895
C  6.24238  5.39899  2.53019
C  4.90704  5.03391  3.37768
O  7.31198  5.67735  3.12098
H  0.47082  0.56532  1.54724
H  1.01863  1.31300  -0.14595
H  0.43449  2.37789  1.23616
H  2.87457  2.69688  1.19338
H  2.51566  1.60552  2.65199
H  2.96730  -0.35876  1.12234
H  3.46523  -1.20452  3.38550
H  5.11658  -1.20490  5.21538
H  7.13064  0.39765  5.37199
H  7.57535  2.13428  3.40825
H  7.03579  4.62702  -0.65282
H  8.16734  5.01952  0.73359
H  4.11096  4.53012  2.70616
H  5.19178  4.36573  4.25963
H  4.47917  6.01567  3.77356
Cl  -0.81641  1.20007  -1.78346
C  -1.97809  2.52264  -2.07814
C  -1.48987  3.85528  -1.54617
Cl  -1.44588  3.89608  0.23462
H  -2.93290  2.23914  -1.63174
H  -2.11354  2.58534  -3.15993
H  -2.16872  4.64973  -1.86255
H  -0.49004  4.09303  -1.91449
Cl  1.31523  -4.63856  -0.88210
C  0.16065  -3.31132  -1.16014
C  0.67034  -1.98833  -0.62454
Cl  0.73649  -1.96506  1.15820
H  -0.79158  -3.58879  -0.70519
H  0.01317  -3.24068  -2.23950
H  -0.00135  -1.18262  -0.92553
H  1.66854  -1.75960  -1.00278
Cl  -3.60986  5.51845  -3.63774
C  -4.05132  7.23358  -3.44580
C  -3.17280  7.94012  -2.43298
Cl  -3.46390  7.36303  -0.77286
H  -5.10546  7.28327  -3.16758
H  -3.93632  7.70167  -4.42555
H  -3.38837  9.01010  -2.43812
H  -2.11317  7.80426  -2.65685
Cl  -2.54720  -5.61492  -2.40558
C  -3.90419  -4.69296  -1.71095
C  -4.27567  -3.49353  -2.55887
Cl  -3.01173  -2.23624  -2.53556
H  -3.62975  -4.39775  -0.69642
H  -4.75262  -5.37747  -1.64796
H  -5.18610  -3.03303  -2.17107
H  -4.45225  -3.77549  -3.59770
Cl  -7.21348  -4.52736  -3.91701
C  -8.37267  -3.20747  -4.20639
C  -7.87500  -1.87991  -3.66997
Cl  -7.82176  -1.85111  -1.88894
H  -9.32679  -3.48999  -3.75796
H  -8.51224  -3.14060  -5.28750
H  -8.54964  -1.07925  -3.97856
H  -6.87544  -1.64629  -4.04147
Cl  -8.01437  -10.08220  -6.38311
C  -6.77595  -8.87013  -6.79206
C  -6.79515  -7.68845  -5.84299
Cl  -8.26265  -6.69695  -6.03287
H  -6.93546  -8.55729  -7.82549
H  -5.80890  -9.37420  -6.73481
H  -5.94442  -7.03513  -6.04699
H  -6.73690  -8.00931  -4.80125
Cl  6.24743  -3.09309  9.85042
C  5.05851  -1.86132  9.36530
C  4.17988  -2.33249  8.22376
Cl  5.09051  -2.49567  6.69677
H  5.60048  -0.94999  9.10545
H  4.44271  -1.65219  10.24232
H  3.38600  -1.60581  8.04192
H  3.71663  -3.29557  8.44384

---

Molecular formula: C25H43ClNO11
Method: DFT, ωB97M-V with the def2-TZVPD basis set

Lowest unoccupied orbital energy ... -5.47 eV
Charge ... +1
Orbital gap ... 5.0 eV
Electronic energy ... -63139.8699 eV

Element x y z (Å)
C  2.63283  -1.76183  -0.41326
C  1.19476  -1.37539  -1.07424
O  1.09589  -1.80356  -2.45807
C  -0.27882  -1.72232  -2.92032
O  -0.50911  -0.35976  -3.38272
C  -1.86034  -0.12506  -3.72062
O  -2.21813  0.49192  -4.76252
C  -3.07723  -0.58350  -2.75426
C  -4.24526  -1.50759  -3.23504
C  -5.30288  -1.86988  -2.13396
N  -5.17162  -1.36808  -0.77977
C  -6.21062  -1.81104  0.20915
C  -5.60109  -3.14734  0.91613
O  -5.31306  -3.19065  2.12535
Cl  -5.29950  -4.59758  -0.15532
C  -4.12603  -0.48826  -0.32514
C  -2.99263  -0.02259  -1.28699
C  -1.85493  0.95809  -0.75359
C  -1.64376  0.84362  0.85682
O  -0.82728  -0.04526  1.24524
H  2.52564  -1.54273  0.71583
H  2.74821  -2.90573  -0.51809
H  3.49276  -1.18556  -0.89168
H  0.40864  -1.85838  -0.38099
H  1.06587  -0.23168  -0.95480
H  -0.92534  -2.04628  -2.03375
H  -0.48372  -2.48873  -3.76301
H  -4.31920  -1.89009  -4.31357
H  -6.16500  -2.54445  -2.45639
H  -7.19287  -2.01892  -0.33286
H  -6.27448  -1.00292  1.01189
H  -4.14524  -0.17074  0.76956
H  -0.82618  0.80231  -1.22045
H  -2.14633  2.06026  -0.96974
H  -2.21656  1.48172  1.61548
C  1.08006  8.24702  -2.61036
O  1.42766  6.87302  -2.65748
C  1.47545  6.25221  -1.37955
C  0.75703  4.90366  -1.38051
O  -0.65928  4.95405  -1.56747
C  -1.13974  5.38749  -2.84441
C  -0.82342  4.46044  -4.01712
O  0.56777  4.44636  -4.31220
C  1.08001  3.14665  -4.54054
H  1.97002  8.84806  -2.40800
H  0.67707  8.52750  -3.58564
H  0.31021  8.44841  -1.85864
H  1.03810  6.89284  -0.60507
H  2.53166  6.09306  -1.13531
H  0.90240  4.45830  -0.38910
H  1.21338  4.20558  -2.08191
H  -0.82786  6.41076  -3.04475
H  -2.22963  5.42532  -2.74398
H  -1.34142  4.82545  -4.91111
H  -1.19382  3.45390  -3.78997
H  0.66420  2.41738  -3.83675
H  2.16108  3.17671  -4.39160
H  0.86998  2.83983  -5.56880
C  4.08148  -6.24053  3.76582
O  2.99312  -5.33522  3.84222
C  2.17413  -5.52261  4.99032
C  1.85291  -4.19615  5.67794
O  2.95897  -3.52648  6.28349
C  3.97160  -3.00950  5.41670
C  3.53638  -1.86750  4.49914
O  2.62073  -2.31648  3.50567
C  1.51568  -1.45134  3.32094
H  3.75178  -7.17995  3.31466
H  4.84977  -5.79309  3.13180
H  4.52554  -6.42964  4.74813
H  2.64508  -6.19813  5.71355
H  1.23967  -5.98329  4.65030
H  1.16290  -4.41640  6.50069
H  1.30962  -3.52171  5.01643
H  4.44662  -3.81466  4.85892
H  4.74578  -2.61474  6.08252
H  4.41605  -1.47428  3.97709
H  3.10576  -1.06263  5.10474
H  1.13474  -1.06668  4.27255
H  0.71486  -2.02278  2.84695
H  1.79853  -0.62226  2.66540

---

Molecular formula: C25H43HfNP2
Method: DFT, ωB97M-V with the def2-TZVPD basis set

Lowest unoccupied orbital energy ... -7.68 eV
Charge ... +2
Relative energy (zero: lowest compared OMol25 entry of this formula, charge and spin) ... 0.0 kJ/mol
Orbital gap ... 6.3 eV
Electronic energy ... -47982.0974 eV

Element x y z (Å)
Hf  -0.04636  -0.17333  1.85717
C  -0.75484  -2.06476  3.14674
C  0.63140  -2.21008  2.73767
C  0.53153  -0.60920  4.41999
C  -0.79530  -1.07222  4.17800
C  1.41848  -1.29064  3.53118
C  -1.89825  -2.91104  2.71057
H  -1.68880  -3.39545  1.75168
H  -2.80185  -2.29904  2.60534
H  -2.10928  -3.69529  3.45244
C  -1.98989  -0.66134  4.95939
H  -2.89725  -1.07427  4.50798
H  -2.08283  0.43210  4.97199
H  -1.92256  -1.01653  5.99971
C  0.90412  0.36667  5.47850
H  0.79964  -0.07345  6.48398
H  0.25772  1.25339  5.42386
H  1.94067  0.69963  5.35387
C  2.90269  -1.20968  3.56176
H  3.31036  -1.81929  4.38200
H  3.22391  -0.17399  3.72219
H  3.33124  -1.57133  2.62250
C  1.16525  -3.25662  1.82365
H  1.49928  -4.13443  2.40032
H  2.02555  -2.88193  1.25005
H  0.39443  -3.59159  1.11643
C  -2.01117  0.85180  -4.25260
C  -1.90886  -0.47584  -4.39564
C  -1.05316  -1.21484  -5.38421
C  0.31923  -0.56463  -5.69378
C  1.03439  -0.03389  -4.48096
C  0.95268  1.21013  -4.00558
C  0.05831  2.32251  -4.49872
C  -1.28880  1.86639  -5.09722
H  -1.61570  -1.33218  -6.32849
H  0.19283  0.22130  -6.44976
H  -0.88505  -2.24121  -5.01272
H  -1.13592  1.47971  -6.11319
H  -2.77379  1.27922  -3.58877
H  -2.64074  -1.11708  -3.89321
H  -1.93221  2.75842  -5.18973
H  -0.13969  3.01651  -3.66070
H  1.69339  1.54016  -3.26655
H  0.60819  2.91452  -5.25185
H  0.95334  -1.34448  -6.14853
H  1.75555  -0.74128  -4.05167
P  -1.31314  0.05283  -0.28592
P  1.72249  1.40256  0.90645
C  -0.33028  1.35431  -1.20368
C  0.71000  2.20580  -0.44986
H  -1.07133  2.01320  -1.67956
H  0.15970  0.81232  -2.02242
H  1.43519  2.63921  -1.15313
H  0.21826  3.05458  0.04301
C  2.37704  2.76560  1.91628
H  3.06119  2.37406  2.68112
H  1.55690  3.27232  2.43957
H  2.91598  3.48900  1.29095
C  3.16567  0.65819  0.08205
H  3.64732  1.35555  -0.61774
H  2.85754  -0.24533  -0.46271
H  3.88787  0.35614  0.85407
C  -3.02371  0.65895  -0.15211
H  -3.62798  -0.06885  0.41203
H  -3.47483  0.82676  -1.14104
H  -3.02180  1.58964  0.43423
C  -1.32812  -1.44355  -1.30780
H  -0.34845  -1.93805  -1.27307
H  -1.56629  -1.23287  -2.35330
H  -2.07018  -2.14385  -0.90205
N  -1.22289  2.60101  3.41125
C  -0.84799  1.62892  2.84829

---

Molecular formula: C25H44BeN5O16S3
Method: DFT, ωB97M-V with the def2-TZVPD basis set

Lowest unoccupied orbital energy ... -6.69 eV
Charge ... +1
Orbital gap ... 4.8 eV
Electronic energy ... -99743.1465 eV

Element x y z (Å)
Be  -2.76995  2.99841  1.10041
C  1.26016  0.44123  0.68432
C  -0.13928  0.77060  0.14771
C  -0.75830  -0.43247  -0.49468
O  -0.97537  1.38202  1.08088
H  1.32653  -0.59714  1.03033
H  1.57539  1.01630  1.55294
H  2.01661  0.56809  -0.08442
H  0.18373  1.64493  -0.44377
H  -1.07176  -1.23660  0.18364
H  -0.09807  -0.95808  -1.18526
H  -1.72901  -0.27574  -0.97002
O  -3.36065  1.94406  3.29382
C  -3.12232  0.89070  3.90624
N  -2.11989  0.09157  3.55063
C  -4.15020  0.36808  4.88556
H  -2.16805  -0.82593  3.96318
H  -1.43669  0.34909  2.84494
H  -3.91292  0.58548  5.92803
H  -4.26193  -0.71618  4.84263
H  -5.13393  0.79588  4.71028
O  4.28555  3.42945  0.85453
C  3.24246  3.92669  1.22383
N  3.23490  4.93597  2.15109
C  1.88174  3.70392  0.56490
H  4.05887  5.44987  2.41497
H  2.47501  5.02883  2.80371
H  1.98652  3.10226  -0.33393
H  1.57690  4.69935  0.24408
H  1.18515  3.25596  1.27435
O  2.16740  3.11080  -3.17885
C  3.28693  2.65953  -2.96181
N  3.50422  1.67458  -2.07212
C  4.48805  3.27485  -3.61359
H  2.69250  1.24762  -1.66024
H  4.33643  1.55177  -1.52014
H  5.38164  2.70826  -3.33361
H  4.64583  4.30480  -3.30640
H  4.47374  3.14327  -4.69428
N  -4.00250  1.40407  -0.23804
C  -3.99356  0.12911  0.14468
C  -4.57908  -0.87363  -0.60915
C  -5.45344  -0.53380  -1.63195
C  -5.46180  0.80242  -2.04056
C  -4.72037  1.73302  -1.33837
H  -3.58574  -0.11822  1.11637
H  -4.63771  -1.86032  -0.16788
H  -5.96847  -1.28012  -2.22021
H  -6.18935  1.10685  -2.78062
H  -4.39693  2.71381  -1.66212
N  -1.73251  -4.95472  -3.80457
C  -2.27497  -4.94210  -2.59221
C  -1.72335  -4.30353  -1.47964
C  -0.53522  -3.64891  -1.64103
C  0.03855  -3.66086  -2.91524
C  -0.58461  -4.28903  -3.98323
H  -3.27452  -5.34149  -2.46100
H  -2.27226  -4.34851  -0.54748
H  -0.09673  -2.96167  -0.93455
H  0.92077  -3.05416  -3.08333
H  -0.08686  -4.21629  -4.94204
C  4.00469  -2.95082  0.55252
C  2.79159  -3.32981  -0.28306
O  2.02491  -4.14973  0.59537
S  2.50847  -4.13282  2.13660
O  3.32497  -5.25144  2.44011
O  1.42980  -3.74170  2.96505
O  3.47360  -2.86076  1.85099
H  4.56809  -2.03967  0.35084
H  4.81060  -3.68526  0.43279
H  3.15807  -3.85307  -1.16373
H  2.25427  -2.42396  -0.56764
C  2.26847  1.87251  5.68525
C  1.80887  1.67717  4.20545
O  0.51322  1.11818  4.42240
S  0.48507  0.05929  5.61198
O  1.08145  -1.19258  5.29968
O  -0.79147  0.05316  6.23352
O  1.50729  0.96131  6.46282
H  2.06335  2.89661  5.99483
H  3.29989  1.61935  5.92327
H  2.40621  1.00174  3.59676
H  1.64559  2.64471  3.74104
C  -1.95320  -0.94260  -5.11689
C  -2.19754  0.10945  -4.07385
O  -1.03395  0.92162  -4.00998
S  0.22268  0.35854  -4.91768
O  1.39871  -0.03520  -4.23255
O  0.21004  1.15607  -6.09404
O  -0.57638  -1.00625  -5.25975
H  -2.39190  -0.83605  -6.11064
H  -2.27007  -1.92195  -4.74984
H  -2.43253  -0.30388  -3.09268
H  -3.06016  0.69388  -4.40073